[1]
ORCA calculation (wB97M-V/def2-TZVPD) on 2 unconnected molecules or ions with the total composition C3HCl3N at a distorted geometry.

```
8
C3HCl3N | the OMol25 dataset | wB97M-V/def2-TZVPD
C 2.19968 -0.02237 0.03683
C -0.21164 -0.00398 -0.01320
C -1.32803 0.69867 0.10321
N 1.02186 -0.02449 0.01294
Cl -0.71678 -2.64386 0.03596
Cl -2.77208 -0.12235 0.02379
Cl -1.32813 2.46007 0.03055
H 3.13513 -0.34170 -0.23008
```

Max |F| (eV Å⁻¹): 7.024
Orbital gap (spin up / spin down) (hartree): 0.2431 / 0.2434
Molecular weight (g/mol): 157.4
Highest occupied orbital energy (spin up / spin down) (eV): -15.0581 / -15.0672
LUMO (spin up / spin down) (eV): -8.44 / -8.44
Net charge: +1
Energy relative to the best compared isomer or geometry (same formula, charge and spin) (kcal/mol): 83.9

[2]
ORCA calculation (wB97M-V/def2-TZVPD) on a single C3H2N2OS2 molecule at a distorted geometry.

```
10
C3H2N2OS2 | the OMol25 dataset | wB97M-V/def2-TZVPD
S 3.46116 -0.07934 -0.20674
C 1.97787 -0.65896 0.35347
C 0.69712 0.10898 0.03815
N 0.29761 1.29708 0.17617
O -1.11634 1.21731 0.04328
C -1.43669 -0.04197 0.06280
S -3.23434 -0.30017 -0.11305
N -0.42627 -0.82386 0.00817
H 1.85311 -1.82106 0.84130
H -3.08071 -1.60612 -0.08787
```

Max |F| (eV Å⁻¹): 5.808
Orbital gap (hartree): 0.2942
SMILES: S=Cc1noc(S)n1
Molecular weight (g/mol): 146.2
Highest occupied orbital energy (eV): -9.4019
LUMO (eV): -1.40
Energy relative to the best compared isomer or geometry (same formula, charge and spin) (kcal/mol): 61.8

[3]
ORCA calculation (wB97M-V/def2-TZVPD) on a molecular structure, C6H14CrI2O3 at a distorted geometry.

```
26
C6H14CrI2O3 | the OMol25 dataset | wB97M-V/def2-TZVPD
Cr -1.02139 0.46809 0.27969
I -1.17008 2.99692 -0.84574
I -1.54990 -1.44308 2.09203
C -0.01616 2.11407 2.69567
O 0.36822 1.23186 1.56669
C 1.50827 0.38766 1.77429
C 2.05088 -0.08779 0.48863
O 0.95946 -0.70324 -0.20864
C 1.08083 -1.05849 -1.58678
C -0.23890 -1.53103 -2.07305
O -1.25487 -0.59060 -1.63560
C -2.60269 -0.84074 -1.95626
H 0.76095 2.86289 2.88281
H -0.34010 1.60071 3.59072
H -0.84117 2.62608 2.36761
H 1.12448 -0.44925 2.30206
H 2.28096 0.83637 2.32645
H 2.86931 -0.66825 0.70183
H 2.41580 0.81856 -0.07329
H 1.82003 -1.86459 -1.68859
H 1.35945 -0.08403 -2.15871
H -0.59045 -2.48695 -1.61208
H -0.09095 -1.62136 -3.23842
H -3.03442 -1.54262 -1.22072
H -2.77105 -1.11235 -3.00222
H -3.07650 0.14116 -1.76838
```

Max |F| (eV Å⁻¹): 4.035
Orbital gap (spin up / spin down) (hartree): 0.3078 / 0.3235
Molecular weight (g/mol): 440.0
⟨S²⟩: 6.02
Multiplicity: 5
Highest occupied orbital energy (spin up / spin down) (eV): -7.9787 / -8.3204
LUMO (spin up / spin down) (eV): 0.40 / 0.48

[4]
ORCA calculation (wB97M-V/def2-TZVPD) on 12 unconnected molecules or ions with the total composition C43H95N10O12 at a distorted geometry.

```
160
C43H95N10O12 | the OMol25 dataset | wB97M-V/def2-TZVPD
C -0.72025 -2.13094 2.03122
C 0.44144 -1.21772 1.51877
C 0.30423 0.14458 2.09935
C 0.70405 0.53559 3.49201
C 2.15840 0.04984 3.69659
C 2.46502 -1.45644 3.41549
N 1.79529 -1.84187 2.05758
O 2.47233 -2.66253 1.13307
C 1.74962 -2.24393 4.55604
C 3.97356 -1.67437 3.32172
C 0.37490 -1.21141 -0.00225
H -0.87292 -3.06217 1.48570
H -1.60718 -1.50357 1.94256
H -0.65922 -2.53378 3.04221
H -0.63673 0.62533 1.83181
H 0.96935 0.75806 1.49160
H 0.07600 0.14781 4.29406
H 0.67456 1.60207 3.71531
H 2.46582 0.28485 4.71559
H 2.80038 0.52453 2.95453
H 1.69155 -3.31635 4.36996
H 0.73071 -1.89921 4.73240
H 2.21561 -2.04561 5.52125
H 4.50703 -1.19381 4.14182
H 4.42896 -1.22648 2.43847
H 4.13863 -2.75179 3.32056
H -0.55920 -0.79520 -0.37950
H 0.33203 -2.23641 -0.37056
H 1.17169 -0.62343 -0.45779
O -2.19544 -8.76043 5.87919
C -1.80266 -9.83796 5.60111
N -0.49598 -10.04572 5.86461
C -2.54262 -11.00864 5.05328
H 0.06901 -9.23630 6.07844
H 0.01573 -10.90209 5.70684
H -1.88112 -11.57631 4.39887
H -3.54336 -10.79686 4.67679
H -2.84034 -11.76549 5.77896
O 5.45165 2.02476 -2.22510
C 6.04504 2.49466 -3.21945
N 5.42039 2.74503 -4.44860
C 7.51282 2.89582 -3.16422
H 4.42400 2.78039 -4.61002
H 6.07578 2.66248 -5.21264
H 7.86065 2.85903 -2.13187
H 7.89222 3.78084 -3.67501
H 7.96622 2.06668 -3.70742
O -3.71680 -5.92964 -10.42162
C -2.60131 -6.42649 -10.21650
N -1.99625 -6.31228 -9.06121
C -1.88384 -7.07783 -11.36028
H -2.42266 -5.85595 -8.26745
H -1.39885 -7.06094 -8.74070
H -2.72446 -7.44745 -11.94752
H -1.13940 -7.82812 -11.09387
H -1.44014 -6.37829 -12.06870
O -3.56110 6.59808 7.58830
C -4.07572 7.70131 7.54844
N -4.28924 8.32462 6.43606
C -4.85215 8.26281 8.68804
H -3.95143 7.95002 5.56104
H -4.60178 9.28502 6.42983
H -5.51613 9.05558 8.34345
H -4.03039 8.55450 9.34204
H -5.42253 7.43596 9.11122
O -5.56942 -6.24212 -3.24045
C -6.57597 -6.93672 -3.22897
N -7.12157 -7.26875 -4.38276
C -7.19307 -7.27531 -1.85258
H -7.66090 -8.12257 -4.36762
H -6.53320 -6.98715 -5.15388
H -6.53810 -7.50782 -1.01288
H -7.73107 -8.22149 -1.79427
H -7.84565 -6.45965 -1.54125
O 2.22205 10.06988 5.77058
C 3.27645 9.48482 6.11691
N 3.83054 9.60483 7.31250
C 3.82405 8.43420 5.19415
H 3.31188 10.07222 8.04232
H 4.76191 9.21704 7.36006
H 4.01069 8.83807 4.19909
H 3.01400 7.71024 5.10586
H 4.73693 7.93523 5.51940
O -5.47044 -1.41580 8.14905
C -6.64224 -0.96025 8.16042
N -7.40894 -1.00820 9.21850
C -7.41374 -0.67481 6.86502
H -7.09712 -1.27046 10.14266
H -8.38085 -0.78619 9.05663
H -7.26099 -1.52928 6.20575
H -7.02395 0.21082 6.36320
H -8.46825 -0.53020 7.09997
C 1.28089 10.35846 -5.56610
C 2.33222 10.34633 -4.39148
N 1.69165 10.77985 -3.08871
C 2.74480 11.02467 -2.04500
C 3.35458 12.50348 -2.22869
C 0.60748 9.91179 -2.61201
C 1.03412 8.44836 -2.32504
H 0.73893 11.30418 -5.56693
H 0.55104 9.55197 -5.63669
H 1.93335 10.16756 -6.41813
H 2.77376 9.34980 -4.38281
H 3.13457 11.02708 -4.67595
H 2.19270 11.08346 -1.10700
H 3.50870 10.25031 -1.97513
H 2.72345 13.30595 -1.84680
H 4.38248 12.49425 -1.86617
H 3.45678 12.88937 -3.24296
H -0.28242 10.01790 -3.23242
H 0.38909 10.29393 -1.61484
H 0.26419 7.72089 -2.06796
H 1.62956 8.59489 -1.42388
H 1.62237 8.04371 -3.14864
C -2.36535 2.33931 -9.37408
C -2.40891 1.54426 -10.66350
N -1.75091 2.33755 -11.85412
C -1.48056 1.43467 -13.09919
C -2.83925 0.94502 -13.68920
C -2.30349 3.65252 -12.08312
C -1.82785 4.46837 -13.39452
H -1.66324 3.17293 -9.38908
H -2.11605 1.63467 -8.58070
H -3.27246 2.87891 -9.10193
H -1.87418 0.59447 -10.67201
H -3.46604 1.35642 -10.85131
H -0.70586 0.73289 -12.79028
H -0.93364 2.00183 -13.85239
H -3.52644 0.43870 -13.01132
H -2.65169 0.23894 -14.49813
H -3.34962 1.85033 -14.01786
H -3.38685 3.54376 -12.03219
H -2.02905 4.28764 -11.24086
H -0.77289 4.70582 -13.25748
H -1.90147 3.92635 -14.33733
H -2.42548 5.37187 -13.51540
O 2.64445 -3.43290 13.41114
C 1.88277 -4.37458 13.14397
O 0.73805 -4.16514 12.48179
C -0.06101 -5.40398 12.29963
C 0.94126 -6.58238 12.61078
C 2.04241 -5.91231 13.46198
H -0.66344 -5.36690 11.39199
H -0.80267 -5.46293 13.09623
H 1.27762 -6.71518 11.58252
H 0.36841 -7.41047 13.02818
H 3.04170 -6.05786 13.05168
H 1.80994 -6.04533 14.51856
O 3.47833 -9.78662 0.64947
C 4.40475 -10.58306 0.82975
O 4.44960 -11.74945 0.32160
C 5.59858 -12.43726 0.89506
C 6.56404 -11.33901 1.14530
C 5.70652 -10.17892 1.59273
H 5.74808 -13.24214 0.17538
H 5.31471 -12.98780 1.79196
H 7.21005 -11.25472 0.27142
H 7.31104 -11.66698 1.86816
H 6.10079 -9.16290 1.57388
H 5.43454 -10.26366 2.64485
```

Max |F| (eV Å⁻¹): 9.687
Orbital gap (hartree): 0.0762
Molecular weight (g/mol): 944.3
Highest occupied orbital energy (eV): -8.6766
LUMO (eV): -6.60
Net charge: +1